No. 1
{
  "formula": "C28H33N7O2PPd",
  "method": "wB97M-V/def2-TZVPD",
  "e_lumo_ev": 2.6295,
  "spin_multiplicity": 1,
  "total_charge": -1,
  "homo_lumo_gap_ev": 5.8,
  "homo_ev": -3.22,
  "largest_force_ev_per_a": 2.431,
  "elements": ["H", "P", "H", "C", "H", "H", "H", "O", "H", "H", "H", "H", "N", "H", "C", "H", "C", "H", "C", "N", "C", "N", "H", "C", "N", "H", "H", "H", "C", "C", "C", "H", "H", "C", "H", "C", "H", "H", "N", "C", "C", "H", "H", "N", "H", "H", "C", "H", "C", "H", "C", "H", "C", "C", "O", "C", "C", "N", "C", "C", "C", "H", "H", "C", "C", "C", "H", "H", "C", "C", "Pd", "H"],
  "positions_angstrom": [[-9.654, -7.008, 10.870], [-7.225, -6.920, 15.357], [-5.350, -8.276, 13.413], [-8.595, -10.148, 12.783], [-3.712, -8.777, 13.368], [-10.863, -2.735, 10.480], [-2.084, -7.077, 12.053], [-11.341, -12.347, 14.055], [-2.435, -5.308, 11.931], [-10.710, -10.273, 12.446], [-7.790, -2.188, 13.852], [-9.911, -11.768, 11.973], [-9.453, -3.959, 10.450], [-9.266, -5.741, 16.949], [-4.520, -5.700, 15.329], [-6.585, -3.906, 15.103], [-9.521, -5.547, 14.558], [-9.949, -11.886, 15.832], [-7.667, -8.651, 17.497], [-10.180, -4.935, 10.937], [-3.342, -5.288, 15.994], [-9.853, -2.645, 10.538], [-4.934, -9.804, 12.600], [-9.037, -6.657, 17.468], [-9.499, -11.575, 15.014], [-10.017, -6.496, 14.665], [-6.312, -8.967, 10.600], [-4.183, -6.074, 19.188], [-5.647, -6.166, 16.022], [-8.179, -5.399, 14.895], [-5.944, -7.997, 10.862], [-8.903, -10.814, 15.060], [-4.372, -5.949, 10.885], [-4.277, -5.898, 13.845], [-6.400, -6.450, 18.010], [-4.195, -6.538, 11.742], [-2.234, -5.152, 17.825], [-9.578, -2.306, 11.439], [-5.044, -5.938, 12.825], [-9.376, -5.981, 10.785], [-2.803, -6.294, 12.238], [-6.825, -9.166, 17.073], [-10.201, -2.418, 13.327], [-8.263, -5.623, 10.162], [-6.755, -7.649, 11.554], [-10.103, -8.754, 19.890], [-4.258, -5.900, 18.070], [-5.995, -7.302, 10.030], [-10.279, -4.485, 14.038], [-2.498, -4.966, 15.411], [-4.625, -8.788, 12.797], [-10.696, -6.675, 18.837], [-3.145, -5.460, 17.354], [-9.777, -7.196, 18.497], [-2.924, -6.151, 13.655], [-8.395, -9.165, 18.603], [-7.641, -4.097, 14.800], [-8.286, -4.354, 9.963], [-9.922, -10.944, 12.692], [-8.330, -3.098, 14.125], [-10.349, -11.667, 13.958], [-7.798, -10.889, 12.768], [-11.329, -4.673, 13.878], [-9.645, -3.273, 13.760], [-5.501, -6.162, 17.455], [-8.007, -7.428, 16.902], [-8.041, -10.058, 19.101], [-3.905, -8.348, 10.691], [-9.452, -8.424, 19.094], [-4.579, -8.004, 11.482], [-7.828, -8.663, 14.192], [-8.417, -9.609, 11.849]],
  "mulliken_charge": [0.517, 1.649, -0.188, -1.156, 0.345, 0.327, 0.303, -0.698, 0.316, 0.219, 0.332, 0.229, 1.099, 0.582, 1.007, 0.204, 0.254, 0.269, 0.112, -0.657, -0.931, -0.776, 0.513, -0.338, -0.309, 0.499, 0.567, 0.294, 0.362, -0.333, -1.333, 0.216, 0.654, 0.373, 0.505, -0.428, 0.408, 0.361, -0.335, -0.088, -0.705, 0.437, 0.840, 0.040, -0.169, 0.374, -0.595, 0.456, -1.049, 0.463, -1.056, 0.316, -0.957, -0.733, -0.416, -0.863, -0.319, -0.782, -0.215, -0.521, 0.271, 0.414, 0.380, -0.704, -0.741, -0.630, 0.427, 0.253, -0.492, 0.816, -0.935, 0.450]
}

***

No. 2
{
  "formula": "C28H33N7O5SSeTc",
  "method": "wB97M-V/def2-TZVPD",
  "e_lumo_ev": [-8.1493, -7.9901],
  "spin_multiplicity": 2,
  "total_charge": 2,
  "homo_lumo_gap_ev": [5.2, 5.3],
  "homo_ev": [-13.31, -13.31],
  "s_squared": 0.76,
  "largest_force_ev_per_a": 0.888,
  "elements": ["C", "C", "H", "C", "H", "C", "H", "C", "O", "H", "C", "H", "H", "H", "H", "N", "N", "N", "C", "C", "H", "C", "C", "H", "Tc", "H", "H", "C", "N", "H", "C", "H", "C", "N", "H", "C", "H", "H", "C", "H", "S", "H", "H", "H", "O", "C", "O", "C", "N", "H", "C", "C", "C", "H", "C", "H", "Se", "O", "H", "H", "C", "O", "C", "H", "C", "C", "C", "C", "H", "H", "H", "H", "C", "H", "N", "H"],
  "positions_angstrom": [[0.720, -4.239, -3.477], [3.389, -0.029, 2.398], [-3.611, -0.975, -1.879], [0.306, 1.863, -1.581], [0.485, 2.823, -2.064], [3.950, 1.177, 1.716], [1.836, 7.010, 5.495], [1.977, -2.169, 3.358], [5.107, 1.431, 1.609], [-4.983, -2.208, -3.590], [1.146, -4.365, -4.790], [5.168, -1.038, 2.984], [2.082, 2.316, -0.562], [-1.113, 0.982, -0.300], [1.242, -3.558, -2.816], [1.298, 1.675, -0.484], [-1.091, -1.931, -2.206], [2.056, -0.037, 2.346], [-0.082, -0.959, 2.409], [-1.373, 3.138, -0.293], [-2.661, 1.983, 0.974], [3.361, -2.143, 3.484], [0.088, 6.707, 2.571], [-1.960, 3.804, -0.924], [1.013, 1.664, 1.705], [0.878, -5.381, -6.658], [0.247, 8.275, 4.068], [-0.846, -4.957, -1.622], [-0.615, -3.769, -0.869], [-0.529, -3.948, 0.121], [0.543, -5.289, -5.633], [1.377, -3.001, 3.703], [0.403, 5.445, 2.174], [1.638, 3.392, 2.815], [-4.803, -3.697, -2.654], [-0.330, -5.028, -3.013], [-5.700, -2.336, -1.986], [-1.384, 2.078, 2.795], [-2.051, 2.882, 1.031], [1.658, 0.716, -0.525], [0.884, -1.625, -0.468], [-1.838, 1.626, -1.775], [-0.851, -0.977, -2.420], [3.877, -2.967, 3.959], [-0.306, 0.275, 1.863], [1.419, 6.595, 4.588], [-0.915, -1.789, 2.538], [1.241, 4.657, 3.013], [2.649, 4.535, 4.892], [-0.536, 7.317, 1.929], [-4.834, -2.608, -2.586], [-0.901, -5.987, -3.846], [1.800, 5.269, 4.202], [-2.700, 3.701, 1.340], [1.358, -1.091, 2.763], [-2.277, -3.524, -2.894], [2.859, 2.997, 4.109], [-1.402, -5.866, -1.066], [1.959, -3.748, -5.151], [-2.412, -2.030, -3.798], [-3.553, -2.065, -1.960], [2.946, 1.919, 1.226], [-2.337, -2.446, -2.793], [-0.914, -6.858, -5.801], [-0.359, -2.477, -1.250], [-1.087, 1.814, -1.008], [0.564, 7.278, 3.797], [-0.467, -6.114, -5.154], [-0.425, 3.645, -0.089], [0.077, 5.079, 1.212], [-1.684, -6.623, -3.455], [-0.800, 3.568, 2.499], [4.086, -1.073, 2.964], [-3.431, -2.466, -0.951], [-0.988, 2.669, 2.067], [0.462, 1.084, -2.328]],
  "mulliken_charge": [0.043, 0.711, 0.181, -1.381, 0.339, 0.121, 0.486, -0.849, -0.538, 0.347, -0.823, 0.591, 0.478, -0.044, 0.478, -0.034, 0.057, 0.518, 0.086, -0.513, 0.425, -0.424, -0.804, 0.509, 0.402, 0.409, 0.425, 0.186, 0.155, 0.239, -0.383, 0.580, -0.087, -0.209, 0.356, 0.269, 0.395, 0.345, -0.970, 0.104, -0.325, 0.492, 0.107, 0.488, -0.141, -0.633, -0.546, 0.925, -0.643, 0.478, -1.420, -0.470, 0.234, 0.438, 0.803, 0.066, 0.402, -0.559, 0.430, 0.530, 0.036, -0.612, -0.697, 0.418, -0.117, 0.150, -0.661, -0.616, 0.142, 0.614, 0.478, 0.363, -0.829, 0.290, -0.322, 0.533]
}

***

No. 3
{
  "formula": "C28H34BBr15FNO7",
  "method": "wB97M-V/def2-TZVPD",
  "e_lumo_ev": -1.4724,
  "spin_multiplicity": 1,
  "homo_lumo_gap_ev": 6.9,
  "homo_ev": -8.37,
  "largest_force_ev_per_a": 5.930,
  "elements": ["C", "C", "C", "H", "H", "H", "C", "H", "H", "H", "Br", "H", "H", "H", "C", "C", "C", "Br", "C", "H", "H", "N", "Br", "Br", "H", "O", "C", "C", "C", "H", "C", "O", "C", "H", "C", "Br", "H", "C", "H", "C", "Br", "H", "O", "H", "Br", "H", "Br", "H", "C", "Br", "C", "Br", "C", "H", "C", "O", "H", "H", "H", "H", "F", "C", "H", "Br", "H", "C", "C", "H", "O", "C", "O", "H", "C", "H", "Br", "H", "H", "C", "H", "C", "C", "Br", "B", "Br", "Br", "H", "O"],
  "positions_angstrom": [[-3.272, 0.338, 1.410], [5.872, 0.089, -3.499], [9.961, -1.064, -2.011], [3.446, 5.262, -2.186], [1.001, 5.010, -2.252], [0.166, 9.411, -0.667], [-0.844, 2.963, -2.478], [-2.734, 0.781, 4.383], [-1.955, -1.378, 5.841], [-1.645, -6.542, -0.456], [-1.268, 7.644, -1.670], [5.349, -0.215, -2.514], [-3.312, -3.056, 4.375], [3.620, 3.396, -4.506], [1.553, 4.161, -2.834], [0.391, 8.599, -1.357], [-6.894, 4.311, 0.256], [11.523, -1.776, -1.107], [-3.426, -2.199, 2.229], [7.000, 0.001, -3.321], [-0.559, -1.433, 4.427], [-4.628, -3.678, -1.173], [4.460, -6.299, 7.771], [1.672, -2.515, 8.427], [-3.172, 2.050, -2.908], [4.545, 2.241, -2.912], [5.315, -6.509, 6.042], [-3.847, -0.035, 0.004], [-4.084, 1.066, -1.127], [10.176, -1.082, -3.079], [-4.787, -2.271, -1.551], [-5.290, -1.799, -2.603], [-1.587, -1.069, 4.806], [-4.966, 0.734, -1.803], [5.531, 1.645, -3.742], [-8.307, 3.577, -0.851], [-1.886, 2.756, -0.517], [-3.229, -3.415, 3.285], [5.696, -7.528, 5.996], [-1.759, -4.027, 2.953], [1.076, 9.409, -2.981], [1.513, 4.357, -3.968], [6.184, 2.243, -4.644], [3.264, 3.596, -1.394], [3.878, -2.214, 6.111], [-7.367, 4.716, 1.150], [9.628, 0.786, -1.530], [4.989, 4.232, -3.588], [3.101, 4.172, -2.377], [-5.982, 5.783, -0.619], [0.778, 2.779, -2.472], [1.718, 7.475, -0.497], [-1.570, 2.032, -1.352], [5.524, -0.590, -4.353], [-2.812, 1.316, -2.088], [-4.781, -5.025, 0.894], [-4.723, -5.524, -2.255], [-3.018, 1.445, 1.572], [-2.472, 0.356, -2.637], [1.085, 2.472, -1.412], [-1.254, -5.219, 3.545], [-4.516, -3.980, 0.254], [-0.925, -4.350, -1.002], [-5.652, 2.940, 0.841], [-0.823, 1.232, -1.011], [-4.014, -2.590, 0.852], [2.045, -1.862, 6.639], [-1.180, 2.662, -3.543], [-2.533, -6.478, -0.873], [4.100, 3.525, -3.471], [-1.286, -4.601, -1.882], [-1.119, 4.071, -2.346], [-4.004, -4.617, -2.156], [-4.423, 2.046, -0.605], [4.050, -6.311, 4.583], [-4.039, -4.219, 3.142], [-3.929, -4.173, -3.218], [-2.466, -0.275, 3.991], [1.922, -0.780, 6.663], [-4.209, -1.521, -0.265], [-3.046, -0.713, 2.574], [0.774, -2.549, 5.341], [-2.568, -5.245, -1.638], [6.839, -5.324, 5.842], [8.396, -2.175, -1.728], [1.039, 1.995, -3.274], [-1.023, -3.452, 2.104]],
  "mulliken_charge": [-0.291, -0.511, -0.324, 0.264, -0.119, 0.339, -0.504, 0.276, 0.383, 0.281, 0.003, 0.248, 0.408, 0.304, -0.026, -0.340, -0.419, -0.055, 0.473, 0.000, 0.332, 0.215, 0.003, -0.011, 0.449, -0.293, -0.334, 0.733, -0.459, 0.381, 0.050, -0.593, -0.582, 0.467, 0.537, -0.010, 0.150, -1.151, 0.334, 0.635, -0.006, 0.254, -0.556, 0.219, -0.011, 0.356, 0.007, 0.332, -0.471, -0.008, -0.606, -0.015, -0.196, 0.297, -0.808, -0.560, 0.171, 0.391, 0.203, 0.325, -0.308, 0.147, 0.303, 0.079, 0.312, 0.321, -0.352, 0.337, -0.516, -0.419, -0.600, 0.163, -0.529, -0.415, 0.007, 0.484, 0.336, -0.745, 0.310, -0.223, 0.407, 0.036, 0.599, -0.015, -0.009, 0.154, -0.426]
}